Entry 1:
Below is Cl3FO12Sr4 as an isolated structure at a distorted geometry, with properties calculated with ωB97M-V/def2-TZVPD.

Geometry as XYZ:
```
20
Properties=species:S:1:pos:R:3:lowdin_charge:R:1
Sr 2.172 -0.446 -0.891 1.71
Sr -3.556 -2.716 2.576 1.92
Sr -3.740 2.366 -1.301 1.87
Sr -0.638 -3.021 -3.095 1.81
F 1.612 -2.739 -1.919 -0.73
Cl -1.295 -0.479 0.154 0.71
O -1.874 -1.020 1.401 -0.45
O -0.452 0.648 0.456 -0.28
O -0.465 -1.390 -0.641 -0.48
O -2.322 0.025 -0.730 -0.46
Cl 1.560 -1.453 2.729 0.66
O 1.113 -0.094 2.603 -0.35
O 2.012 -1.975 1.432 -0.48
O 2.624 -1.635 3.671 -0.25
O 0.454 -2.305 3.120 -0.39
Cl 0.572 3.264 -1.944 0.64
O 0.668 4.053 -0.746 -0.29
O 1.157 3.949 -3.016 -0.22
O 1.203 1.991 -1.626 -0.50
O -0.807 2.975 -2.234 -0.46
```

Computed properties:
- E_HOMO: -18.54 eV
- Molar mass: 667.8 g mol⁻¹
- Energy relative to the best compared isomer or geometry (same formula, charge and spin): 0.0 kJ/mol
- LUMO level: -14.18 eV
- Orbital gap: 4.369 eV
- Charge: +4



Entry 2:
Below is a 2-piece molecular cluster, C15H23ClN3 overall at a distorted geometry, with properties calculated with ωB97M-V/def2-TZVPD.

Geometry as XYZ:
```
42
Properties=species:S:1:pos:R:3:lowdin_charge:R:1
C 1.288 -5.377 2.041 0.15
C 1.510 -4.656 1.072 -0.01
C 2.051 -3.469 0.243 -0.14
N 3.224 -3.438 -0.515 0.11
C 3.414 -2.144 -1.111 0.05
C 2.212 -1.430 -0.603 -0.16
C 2.046 0.114 -1.007 -0.13
C 3.024 0.917 -0.003 -0.66
C 3.150 2.454 -0.354 -0.12
Cl 2.426 0.627 1.721 0.59
N 1.369 -2.221 0.221 0.03
C 0.105 -1.838 0.882 -0.10
C -0.978 -1.355 -0.222 -0.14
C -1.772 -0.042 0.244 -0.37
C -3.251 -0.375 0.795 -0.08
C -1.922 1.009 -0.971 -0.11
H 1.119 -6.018 2.953 0.09
H 3.899 -4.202 -0.647 0.18
H 4.250 -1.767 -1.765 0.15
H 2.348 0.289 -2.093 0.14
H 0.957 0.391 -0.852 0.09
H 4.033 0.394 -0.101 0.10
H 3.677 2.945 0.535 0.09
H 3.841 2.631 -1.241 0.10
H 2.156 2.990 -0.449 0.09
H 0.207 -0.963 1.597 0.09
H -0.359 -2.697 1.464 0.14
H -1.713 -2.201 -0.425 0.12
H -0.475 -1.087 -1.205 0.10
H -1.214 0.529 1.059 0.12
H -4.063 0.072 0.149 0.08
H -3.421 -1.506 0.799 0.08
H -3.315 -0.018 1.869 0.08
H -2.789 1.715 -0.820 0.05
H -2.067 0.480 -1.964 0.09
H -0.994 1.662 -1.052 0.06
C -4.467 4.647 0.113 -0.06
C -3.081 4.351 -0.250 -0.27
N -1.993 4.117 -0.535 0.14
H -4.618 4.595 1.193 0.08
H -4.759 5.649 -0.208 0.09
H -5.162 3.942 -0.347 0.08
```

Computed properties:
- E_HOMO: -12.68 eV
- Molar mass: 280.8 g mol⁻¹
- LUMO level: -3.54 eV
- Orbital gap: 9.142 eV
- Charge: +1



Entry 3:
Below is a 7-piece molecular cluster, C25H72F3N6O9S overall at a distorted geometry, with properties calculated with ωB97M-V/def2-TZVPD.

Geometry as XYZ:
```
116
Properties=species:S:1:pos:R:3:lowdin_spin:R:1
C -0.046 -0.013 3.728 0.01
C -1.356 0.870 3.795 0.02
C -1.488 1.659 5.166 0.02
O -2.784 2.285 5.051 0.03
C -2.956 3.475 5.887 0.01
N -1.305 1.783 2.611 0.08
H -0.386 2.127 2.372 0.07
H -1.648 1.311 1.787 0.04
H -1.934 2.565 2.724 0.09
H -0.005 -0.756 2.932 0.00
H 0.030 -0.651 4.608 0.00
H 0.922 0.487 3.733 0.01
H -2.252 0.295 3.561 0.00
H -0.776 2.472 5.309 0.02
H -1.312 1.026 6.035 0.00
H -2.162 4.138 5.544 0.01
H -2.799 3.220 6.935 0.00
H -3.844 4.096 5.765 0.00
C 0.685 5.447 0.082 0.05
C -0.032 6.833 0.389 0.02
C -1.200 7.209 -0.460 0.01
O -1.801 8.492 -0.017 0.01
C -2.962 8.877 -0.818 0.00
N -0.425 6.785 1.934 0.06
H -1.114 7.448 2.258 0.01
H -0.834 5.889 2.157 0.10
H 0.404 6.864 2.505 0.03
H 1.127 5.479 -0.915 0.00
H -0.057 4.660 -0.054 0.03
H 1.335 5.129 0.898 0.03
H 0.612 7.712 0.374 0.00
H -1.968 6.437 -0.414 0.02
H -0.889 7.401 -1.487 0.00
H -2.716 9.012 -1.872 0.00
H -3.483 9.676 -0.292 0.00
H -3.652 8.045 -0.679 0.00
C -3.016 0.396 -2.156 0.01
C -3.111 -1.059 -2.651 0.00
C -4.347 -1.215 -3.570 0.00
O -4.513 -2.585 -3.985 0.00
C -5.634 -2.987 -4.837 0.00
N -1.802 -1.420 -3.258 0.00
H -1.480 -0.706 -3.896 0.01
H -1.153 -1.308 -2.492 0.00
H -1.702 -2.380 -3.555 0.00
H -2.471 1.016 -2.867 0.00
H -2.502 0.447 -1.196 0.01
H -3.990 0.832 -1.935 0.00
H -3.057 -1.615 -1.715 0.00
H -4.218 -0.726 -4.535 0.00
H -5.193 -0.697 -3.118 0.00
H -6.560 -2.416 -4.769 0.00
H -5.773 -4.065 -4.921 0.00
H -5.309 -2.736 -5.847 0.00
C 4.207 -2.178 4.987 0.00
C 3.744 -1.091 3.958 0.00
C 4.722 -0.036 3.515 0.00
O 4.018 0.795 2.570 0.01
C 4.908 1.819 1.976 0.00
N 3.250 -1.934 2.714 0.00
H 2.576 -1.435 2.152 0.00
H 4.079 -2.050 2.149 0.00
H 2.885 -2.844 2.960 0.00
H 4.971 -2.755 4.466 0.00
H 3.459 -2.869 5.376 0.00
H 4.746 -1.856 5.878 0.00
H 2.805 -0.624 4.255 0.00
H 5.610 -0.514 3.101 0.00
H 5.090 0.614 4.310 0.00
H 5.669 1.406 1.313 0.00
H 5.455 2.439 2.687 0.00
H 4.464 2.475 1.227 0.00
C -3.871 -6.076 -3.402 0.00
C -2.674 -6.471 -2.456 0.00
C -2.481 -5.309 -1.407 0.00
O -1.428 -5.652 -0.512 0.00
C -0.733 -4.502 0.121 0.00
N -3.172 -7.619 -1.716 0.00
H -4.068 -7.363 -1.327 0.00
H -3.194 -8.459 -2.276 0.00
H -2.613 -7.761 -0.887 0.00
H -4.096 -6.704 -4.264 0.00
H -3.661 -5.094 -3.826 0.00
H -4.822 -5.853 -2.919 0.00
H -1.753 -6.804 -2.934 0.00
H -3.251 -5.093 -0.665 0.00
H -2.124 -4.369 -1.827 0.00
H -1.455 -3.821 0.573 0.00
H -0.097 -3.805 -0.425 0.00
H -0.067 -4.948 0.860 0.00
C 3.181 -3.129 -2.137 0.00
C 3.281 -1.631 -2.530 0.00
C 4.697 -1.061 -2.289 0.00
O 4.774 0.242 -2.835 0.00
C 5.742 1.086 -2.175 0.00
N 3.017 -1.455 -4.090 0.00
H 2.055 -1.676 -4.306 0.01
H 3.198 -0.514 -4.411 0.00
H 3.628 -1.942 -4.729 0.00
H 3.590 -3.421 -1.169 0.00
H 3.534 -3.833 -2.891 0.00
H 2.112 -3.305 -2.024 0.00
H 2.553 -0.978 -2.048 0.00
H 5.388 -1.791 -2.710 0.00
H 5.056 -0.984 -1.263 0.00
H 6.689 0.633 -1.880 0.00
H 5.253 1.637 -1.372 0.00
H 6.001 1.894 -2.860 0.00
C 0.806 1.143 -0.534 0.01
F -0.005 1.633 -1.537 0.01
F 2.058 1.211 -0.877 0.00
F 0.601 1.931 0.551 0.05
S 0.272 -0.677 -0.069 0.03
O -1.053 -0.595 0.632 0.01
O 0.061 -1.369 -1.350 0.00
O 1.321 -1.272 0.764 0.00
```

Computed properties:
- E_HOMO (alpha / beta): -10.58 / -16.79 eV
- Molar mass: 689.9 g mol⁻¹
- Energy relative to the best compared isomer or geometry (same formula, charge and spin): 74.6 kJ/mol
- LUMO level (alpha / beta): -8.75 / -8.90 eV
- Orbital gap (alpha / beta): 1.827 / 7.886 eV
- 2S+1: 2
- Charge: +4



Entry 4:
Below is C3H5BrIN in the gas phase at a distorted geometry, with properties calculated with ωB97M-V/def2-TZVPD.

Geometry as XYZ:
```
11
Properties=species:S:1:pos:R:3:lowdin_charge:R:1
H -0.706 -2.435 -1.879 0.05
N -0.369 -1.692 -1.284 0.09
C -1.224 -1.304 -0.398 -0.82
Br -2.829 -2.206 0.149 0.67
C -0.973 0.099 0.294 -0.71
C 0.427 0.729 0.163 -0.19
I -2.554 1.694 -0.060 0.68
H -1.154 -0.039 1.305 0.00
H 0.587 1.160 -0.799 0.04
H 0.599 1.586 0.909 0.10
H 1.224 -0.084 0.153 0.09
```

Computed properties:
- E_HOMO: -9.67 eV
- Molar mass: 261.9 g mol⁻¹
- Energy relative to the best compared isomer or geometry (same formula, charge and spin): 0.0 kJ/mol
- LUMO level: -0.45 eV
- Orbital gap: 9.217 eV
- Structure (SMILES): [H]/N=C(\Br)[C@@H](C)I